80
Properties=species:S:1:pos:R:3:lowdin_charge:R:1 method="wB97M-V/def2-TZVPD" e_lumo_ev="4.541 / 4.255" largest_force_ev_per_a=3.191 s2=0.78 orbital_gap_ev="6.13 / 6.00" charge=-2 multiplicity=2
C -0.677 5.791 -1.625 -0.12
H -5.202 0.669 2.008 0.05
H -2.980 2.006 -1.639 0.10
C 0.985 -5.272 -1.100 -0.24
C -2.117 0.053 -1.856 -0.35
H -0.889 6.710 -2.158 0.08
O 2.439 -0.731 -0.322 -0.37
H -1.180 -0.453 2.317 0.10
O 5.013 -0.616 -0.127 -0.29
H -2.251 1.162 1.355 0.10
C 1.705 -0.802 3.788 -0.08
H -4.943 1.553 -3.051 0.09
C -0.896 -2.372 1.375 -0.23
C 1.548 -0.811 2.425 -0.14
H 1.863 -1.647 1.816 0.11
H 1.801 -5.707 -3.054 0.11
F 1.057 -6.564 -0.675 0.04
C -4.189 0.984 2.271 -0.09
F 0.805 -1.394 -2.284 0.04
H -1.597 -1.994 -2.252 0.09
C 1.239 0.317 4.505 -0.10
H -5.260 -0.690 -4.084 0.07
O 3.097 2.125 -0.179 -0.14
C 1.414 -4.965 -2.374 0.02
N 0.149 2.383 1.743 0.05
H 4.780 -2.060 -2.284 0.07
H -5.472 -2.970 1.384 0.06
Ti 0.584 0.316 -0.425 0.99
N -0.133 -1.958 0.211 0.00
P 3.814 -0.706 -0.982 0.22
N 0.981 0.200 1.748 0.02
C 0.599 1.310 2.420 -0.37
N -1.055 0.318 -1.051 -0.06
H -3.555 -2.454 -3.658 0.09
N -2.814 -0.794 1.094 -0.17
C -0.225 5.825 -0.311 -0.11
O 3.242 2.998 -2.513 -0.27
C -0.829 4.561 -2.251 -0.09
C -4.394 -0.483 -3.467 -0.15
H -1.164 4.512 -3.281 0.10
H -5.182 -1.566 2.424 0.05
H -3.369 -2.554 0.151 0.10
H -4.200 2.070 2.400 0.06
C -2.322 -1.211 -2.443 -0.03
C 0.860 -2.676 -1.840 -0.19
N 0.144 2.200 0.436 -0.08
H 0.421 4.673 1.385 0.09
F 0.185 -4.809 1.035 0.03
C -3.102 1.033 -2.099 -0.07
O 1.393 1.264 -1.917 -0.37
P 2.825 1.822 -1.751 0.26
O 3.770 0.526 -2.045 -0.25
F 1.719 -3.227 -3.943 0.07
C -3.171 0.595 1.187 -0.25
C -4.211 0.768 -2.888 -0.12
H 2.171 -1.642 4.284 0.09
H -0.073 6.775 0.188 0.09
H -2.213 -1.751 2.891 0.11
C -0.120 3.414 -0.253 -0.24
H 3.115 1.354 0.400 0.04
C -0.551 3.382 -1.579 -0.04
C -4.696 -2.333 1.819 -0.09
H 1.329 0.351 5.585 0.09
C 0.496 -4.337 -0.213 -0.13
O 3.883 -1.982 -1.953 -0.10
C -1.788 -1.293 1.977 -0.18
C 0.687 1.369 3.831 -0.03
H -1.537 -3.231 1.136 0.11
H -4.094 -2.957 2.484 0.06
C 1.334 -3.619 -2.707 -0.24
C -3.838 -1.729 0.696 -0.24
C 0.052 4.650 0.371 -0.04
H -3.548 0.913 0.209 0.09
C -3.433 -1.464 -3.229 -0.12
H 0.328 2.259 4.328 0.10
H -0.242 -2.707 2.193 0.10
H -4.481 -1.222 -0.031 0.12
C 0.382 -2.948 -0.523 -0.21
H -3.928 0.533 3.233 0.07
H -0.651 2.427 -2.069 0.08

13
Properties=species:S:1:pos:R:3:lowdin_charge:R:1 method="wB97M-V/def2-TZVPD" e_lumo_ev=0.063 largest_force_ev_per_a=5.905 orbital_gap_ev=10.82 multiplicity=1
O 2.532 -0.762 0.457 0.12
C -0.820 0.111 0.226 -0.63
O -2.018 -0.572 -0.278 0.05
H -0.809 0.917 1.869 0.14
O 1.731 1.134 -0.140 0.07
C 0.433 -0.806 -0.275 0.02
H -2.051 -0.328 -1.179 0.07
H 0.570 -0.979 -1.404 0.17
O -0.852 1.357 -0.381 0.06
H 0.220 -1.761 0.261 0.15
H -0.046 1.710 -0.738 0.08
O -0.556 0.046 1.542 0.11
N 1.667 -0.067 0.040 -0.42

41
Properties=species:S:1:pos:R:3:lowdin_charge:R:1 method="wB97M-V/def2-TZVPD" e_lumo_ev=3.134 largest_force_ev_per_a=0.606 orbital_gap_ev=7.45 charge=-1 multiplicity=1
H 0.628 2.440 2.390 -0.07
H 0.428 -1.205 -0.506 0.00
H 0.532 3.541 -0.422 0.05
P 0.101 1.157 2.090 0.57
H 5.258 -1.601 0.321 0.08
H -4.243 -0.538 -1.285 0.12
H 2.056 1.025 0.066 0.05
C -3.241 1.095 0.588 -0.59
O 4.447 -0.270 -0.973 -0.20
C -3.289 -0.410 0.628 -0.16
C -0.260 -0.577 -1.073 -0.15
H -0.240 3.063 -1.901 0.05
H 0.152 -0.404 -2.072 0.00
N 1.125 -0.039 2.438 -0.42
C -3.432 -3.200 0.668 -0.10
C 2.626 1.368 -0.800 -0.19
H -2.310 -0.601 2.544 0.09
C -2.778 -1.119 1.716 -0.03
C 1.769 2.293 -1.688 -0.28
H 2.359 3.196 -1.878 0.09
H 3.486 1.919 -0.409 0.11
C 4.273 -1.218 0.055 -0.12
C -2.842 -2.511 1.727 -0.07
C 0.405 2.687 -1.096 -0.25
H 1.625 1.831 -2.669 0.09
H -4.402 -3.018 -1.244 0.09
H 3.639 -2.047 -0.274 0.08
H -1.201 -1.116 -1.205 -0.01
Al -0.598 1.192 -0.229 0.19
C -3.952 -2.489 -0.414 -0.09
C -3.870 -1.100 -0.439 -0.04
H 3.430 0.440 -2.571 0.12
H -2.426 -3.058 2.562 0.10
H 3.815 -0.779 0.947 0.08
H 2.508 -0.663 -1.524 0.10
H -1.008 1.189 2.991 -0.08
C 3.215 0.169 -1.534 -0.23
O -3.946 1.729 1.341 0.08
O -2.395 1.608 -0.270 -0.04
H -3.474 -4.281 0.687 0.09
H 1.971 0.305 2.874 -0.09

74
Properties=species:S:1:pos:R:3:lowdin_charge:R:1 method="wB97M-V/def2-TZVPD" e_lumo_ev="-11.436 / -15.618" largest_force_ev_per_a=5.017 s2=6.05 orbital_gap_ev="7.97 / 3.80" charge=+4 multiplicity=5
H 3.761 -0.725 1.464 0.05
C 1.648 2.950 -0.228 -0.20
H -4.817 1.205 0.805 0.09
H 4.460 1.013 -1.061 0.07
Se -0.383 -0.441 -3.336 0.96
N 0.546 0.688 2.705 0.06
C -0.418 -3.406 -1.260 -0.27
H 1.950 -3.982 -0.183 0.08
C 0.857 0.437 -5.786 -0.07
C 0.165 0.198 5.420 0.05
C 1.424 1.158 3.603 -0.07
C 3.527 -0.027 -5.104 0.02
H -1.302 -2.565 1.849 -0.01
H 2.309 2.449 -0.943 0.04
C -3.939 -0.153 -1.928 -0.22
H -0.526 2.806 -2.637 0.05
N -2.145 -1.446 6.098 0.30
H 2.291 1.720 3.230 0.13
C -0.336 -2.970 1.541 -0.25
C -0.692 3.175 1.182 -0.21
H 0.150 0.666 -1.765 -0.11
H 1.547 0.825 -7.792 0.15
H -0.542 4.254 1.021 0.09
H -4.723 -1.766 0.515 0.08
H 1.608 4.028 -0.448 0.08
H 4.313 1.065 1.418 0.06
H -3.567 -0.998 -2.513 0.05
C -0.730 -0.342 4.470 -0.08
H 2.324 -2.787 1.104 0.05
P -3.095 -0.136 -0.301 0.74
H -0.408 -4.061 1.434 0.09
C 1.845 0.573 -6.763 0.02
C 3.993 0.171 0.846 -0.07
C -1.903 -1.210 4.791 -0.31
C -0.494 -0.030 3.104 -0.11
C 4.115 0.130 -0.494 -0.07
P -0.074 2.330 -0.306 0.77
H -0.391 4.303 -1.617 0.09
H -0.003 -4.406 -1.060 0.08
H 0.029 0.040 6.498 0.14
H -3.114 -2.488 0.263 0.04
H -1.508 -3.442 -1.189 0.04
C 3.188 0.375 -6.408 0.06
H 0.390 -2.721 2.327 0.06
H -3.243 1.202 1.683 0.04
H -3.647 0.751 -2.475 0.05
C -3.642 -1.604 0.644 -0.23
O -2.593 -1.693 3.889 0.33
H 1.960 1.429 5.694 0.14
H 2.626 -2.366 -0.586 0.02
H -0.162 -3.063 -2.274 0.01
H -1.752 2.966 1.354 0.03
H -1.190 -0.406 2.336 0.07
C 1.956 -2.913 0.080 -0.21
H -2.918 -2.040 6.362 0.17
H 3.740 -0.722 -1.045 0.00
H -1.881 3.293 -1.581 0.06
H 3.962 0.492 -7.163 0.15
C -0.785 3.273 -1.673 -0.23
Pd -0.796 0.130 -0.623 0.23
H 2.780 -0.530 -3.116 0.09
P 0.244 -2.234 -0.032 0.84
H -0.190 0.627 -6.040 0.12
H 2.053 2.805 0.781 0.05
C 1.154 0.012 -4.455 -0.49
H -3.423 -1.479 1.718 0.02
H -5.030 -0.200 -1.842 0.08
C 2.518 -0.213 -4.136 -0.06
H -1.608 -1.050 6.841 0.14
C -3.723 1.263 0.694 -0.23
H -0.113 2.841 2.051 0.03
H 4.578 -0.200 -4.844 0.14
C 1.253 0.970 4.994 0.03
H -3.456 2.205 0.202 0.04